(1)
15
Properties=species:S:1:pos:R:3:forces:R:3:nbo_charge:R:1 method="wB97M-V/def2-TZVPD" de_lowest_kj_mol=368.0 total_charge=0 e_tot_ev=-9406.018 e_lumo_ev=0.8 spin_multiplicity=1 homo_energy_ev=-8.7460 max_force_ev_per_a=0.40
H 0.680841 2.602843 0.968685 -0.090 -0.083 -0.080 0.243
H 1.026822 -1.364961 -0.734672 -0.070 0.074 0.087 0.223
O 0.404343 1.117534 -1.448709 -0.167 0.248 -0.112 -0.473
C 0.608578 -0.786872 0.099982 0.013 -0.003 0.012 -0.459
H -1.131390 -2.468835 -1.131869 -0.019 -0.104 0.174 0.465
H -0.732039 1.529457 1.099284 0.133 0.002 -0.091 0.239
C 0.117547 1.810157 0.468036 -0.084 0.090 0.039 -0.607
H 2.014517 0.831236 -0.153296 -0.162 -0.036 0.000 0.197
O -1.180043 -2.433914 -0.168100 -0.022 -0.117 -0.287 -0.708
C 0.931493 0.670021 -0.158749 0.134 -0.134 0.149 0.099
H -1.484961 -0.388899 -0.354818 0.102 -0.126 0.044 0.166
H -1.210784 -1.032790 1.266346 0.059 0.038 -0.138 0.180
H 1.144032 -1.117260 0.997466 -0.054 0.052 -0.109 0.223
C -0.301947 2.141661 -0.973228 0.204 -0.270 0.143 0.281
C -0.887010 -1.109377 0.223641 0.023 0.367 0.169 -0.068

---

(2)
19
Properties=species:S:1:pos:R:3:forces:R:3:nbo_charge:R:1 method="wB97M-V/def2-TZVPD" de_lowest_kj_mol=234.2 total_charge=0 e_tot_ev=-10946.839 e_lumo_ev=0.9 spin_multiplicity=1 homo_energy_ev=-7.8545 max_force_ev_per_a=0.51
H -1.675568 1.668258 -0.446425 0.019 -0.021 -0.017 0.223
C -1.394015 0.897205 -1.165817 0.018 0.008 0.023 -0.673
H 1.984046 -2.068312 -1.471737 -0.040 0.074 -0.005 0.385
N 1.787754 -1.176075 -1.053092 0.140 0.019 0.120 -0.831
H -1.529575 1.324435 -2.163010 0.019 -0.024 0.046 0.235
C 0.459720 -0.807263 -0.938350 -0.161 0.290 0.255 -0.080
H -0.270132 -1.601471 -1.025942 -0.023 0.022 -0.027 0.206
C 0.052031 0.524324 -0.994340 0.158 -0.158 0.267 0.373
C -0.905573 -0.066203 1.892074 -0.010 0.024 -0.042 -0.700
H 2.421571 -0.430687 -1.302388 -0.068 -0.027 -0.004 0.401
H -1.627496 -0.816089 1.564987 0.048 0.019 0.004 0.217
H -0.821588 -0.129368 2.983551 0.030 -0.005 -0.074 0.236
H -2.064368 0.042613 -1.065681 0.052 0.004 -0.002 0.212
H 0.829484 -1.324919 1.335444 0.022 0.008 -0.012 0.165
H -1.272897 0.931325 1.652689 0.026 -0.016 -0.008 0.224
O 0.931306 1.460536 -0.844697 -0.049 -0.164 0.084 -0.716
O 1.346176 0.639458 1.351933 -0.218 -0.262 0.026 -0.698
H 1.296280 1.234241 0.389441 -0.106 -0.018 -0.204 0.489
C 0.452844 -0.302009 1.301359 0.144 0.228 -0.432 0.334